1.
25
Properties=species:S:1:pos:R:3:mulliken_charge:R:1 method="wB97M-V/def2-TZVPD" e_above_lowest_kcal_mol=0.0 multiplicity=1 e_lumo_ev=0.3503 total_energy_ev=-63055.015
O 1.6069 2.1330 0.8691 -0.588
C 2.7901 1.5034 0.5234 -0.263
C 2.5322 0.3384 -0.4310 -0.424
O 1.4842 -0.4047 0.1993 -0.213
C 0.9796 -1.5370 -0.4756 -0.537
C -0.2591 -1.9625 0.2789 -0.358
O -1.0277 -0.7858 0.4863 -0.016
C -2.3633 -1.0057 0.9051 -0.883
Zn 0.0323 0.9965 0.6481 0.072
H 3.3027 1.0973 1.4222 0.284
H 3.5100 2.1838 0.0250 0.318
H 3.4194 -0.2995 -0.5659 0.303
H 1.7213 -2.3487 -0.4914 0.338
H 0.7182 -1.2577 -1.5102 0.319
H -0.0163 -2.4058 1.2569 0.387
H -0.8204 -2.7051 -0.3074 0.377
H -2.7465 -0.0437 1.2590 0.218
H -2.9869 -1.3119 0.0526 0.333
H -2.3752 -1.8123 1.6533 0.366
O -1.2285 2.0337 -0.1187 -0.380
H 2.1715 0.7075 -1.4552 0.299
C -2.3547 1.7794 -0.8766 -0.579
H -2.1629 1.0180 -1.6633 0.194
H -3.2129 1.4016 -0.2814 0.181
H -2.7140 2.6877 -1.4024 0.253



2.
22
Properties=species:S:1:pos:R:3:mulliken_charge:R:1 method="wB97M-V/def2-TZVPD" e_above_lowest_kcal_mol=92.1 multiplicity=1 e_lumo_ev=0.6947 total_energy_ev=-19327.425 smiles="C=[S@@](C)(=O)C(C)(C)C"
C -1.7207 -1.0110 1.3928 -1.169
S -1.2812 -0.0126 0.0968 1.156
C -1.6515 -0.8185 -1.5055 -1.149
O -1.9974 1.3387 0.0700 -0.730
C 0.6721 0.2601 0.1336 1.319
C 1.1276 0.4007 -1.3838 -1.692
C 0.9010 1.6223 0.7267 -1.471
C 1.2617 -0.8343 0.9813 -1.437
H -2.0403 -0.3308 2.2416 0.312
H -0.9831 -1.8566 1.5309 0.423
H -0.8359 -1.3959 -1.8889 0.352
H -2.5131 -1.3524 -1.2782 0.345
H -1.8394 -0.0943 -2.2240 0.447
H 1.1643 -0.6745 -1.7959 0.318
H 0.4746 0.9768 -1.9716 0.440
H 2.0776 0.9803 -1.3960 0.439
H 0.1681 1.8262 1.5222 0.397
H 0.8208 2.5241 0.0330 0.310
H 2.0273 1.7123 1.1554 0.329
H 0.4871 -0.8512 1.7501 0.500
H 1.4154 -1.8809 0.4234 0.205
H 2.2649 -0.5286 1.3860 0.358



3.
21
Properties=species:S:1:pos:R:3:mulliken_charge:R:1 method="wB97M-V/def2-TZVPD" e_above_lowest_kcal_mol=112.7 multiplicity=3 e_lumo_ev="0.9902 / -1.0808" total_energy_ev=-17274.652
C 0.0679 0.6805 1.3237 -0.773
C -1.1739 -1.1420 -0.4665 0.022
C -1.2962 -2.2908 0.1486 -0.840
C 3.3109 -1.0449 -1.0772 -0.555
C -1.3250 1.4390 -1.0293 -0.751
C 2.0857 -1.3826 -0.8225 -0.314
S -1.5396 0.4564 0.4750 0.000
H -0.0273 1.4691 2.1191 0.297
H 0.5341 -0.1725 1.7093 0.368
H -1.7634 -2.6378 1.0047 0.337
H -3.0155 3.6327 1.7483 0.075
H -1.1718 -3.2299 -0.4121 0.235
H 0.7118 1.1077 0.5146 0.205
H 4.1461 -1.6545 -0.7594 0.234
H 3.6973 -0.1691 -1.5423 0.263
H -0.9055 0.8063 -1.8660 0.321
H -2.3754 1.7779 -1.1324 0.326
H -0.5979 2.2463 -0.7213 0.251
H 2.0229 -2.3023 -0.2065 0.209
H 1.3086 -0.6980 -1.2142 0.169
H -2.6937 3.1084 2.2065 -0.079



4.
22
Properties=species:S:1:pos:R:3:mulliken_charge:R:1 method="wB97M-V/def2-TZVPD" e_above_lowest_kcal_mol=0.0 multiplicity=3 e_lumo_ev="0.6249 / -3.5068" total_energy_ev=-7136.275
B -0.9822 0.0086 -0.0548 0.089
C -2.4630 1.1821 0.0409 -0.759
C -1.5835 -1.4382 -0.2087 -1.009
C 1.1751 -0.4475 1.1807 -1.627
C 1.1511 -0.4915 -1.3110 -1.657
C 1.0814 1.6817 -0.1035 -1.960
C 0.5855 0.2328 -0.0719 1.325
H -2.1587 2.2160 -0.0671 0.315
H -2.9176 1.0324 1.0100 0.324
H -3.1458 0.9042 -0.7473 0.323
H -0.9374 -2.2619 0.0943 0.341
H -1.8038 -1.5881 -1.2708 0.334
H -2.5367 -1.5515 0.3071 0.328
H 2.2630 -0.3907 1.1599 0.456
H 0.8921 -1.4965 1.2290 0.336
H 0.8218 0.0429 2.0854 0.387
H 2.2385 -0.4327 -1.3189 0.439
H 0.7760 -0.0349 -2.2244 0.401
H 0.8681 -1.5404 -1.3141 0.374
H 0.7475 2.1830 -1.0070 0.398
H 0.7167 2.2357 0.7569 0.389
H 2.1710 1.7030 -0.0872 0.452



5.
32
Properties=species:S:1:pos:R:3:mulliken_charge:R:1 method="wB97M-V/def2-TZVPD" multiplicity=1 e_lumo_ev=-1.3913 total_energy_ev=-36514.607 smiles="O=S(=O)(F)N(O)B(O)O.CC(C)=O.CC(C)=O"
O 1.3422 0.2223 -3.3918 -0.591
S 2.0998 1.4016 -4.1183 1.109
O 1.0135 2.4639 -4.4926 -0.522
F 2.8513 0.6733 -5.4962 -0.266
N 3.2945 1.9767 -2.9820 0.080
O 4.1870 0.9436 -2.8804 -0.384
B 4.1075 3.1424 -3.5143 0.420
O 3.6695 4.5488 -3.6162 -0.488
O 5.5185 2.8549 -3.9361 -0.488
H 4.0813 0.5900 -1.9375 0.393
H 2.9353 4.7493 -2.9341 0.332
H 5.5636 2.9732 -4.9357 0.324
C -0.9407 0.2154 -1.2320 -0.692
C -0.5457 -0.0758 0.1910 0.884
C -1.6483 -0.1728 1.2113 -1.155
O 0.6329 -0.2287 0.5081 -0.606
H -0.0423 0.2568 -1.8569 0.024
H -1.5913 -0.5788 -1.6069 0.328
H -1.4493 1.1813 -1.2861 0.331
H -2.3302 -0.9843 0.9452 0.343
H -2.1883 0.7758 1.2660 0.429
H -1.2153 -0.3869 2.1942 0.236
C -2.0027 -2.9345 3.5315 -0.800
C -3.0322 -2.0759 4.2163 0.890
C -3.8122 -2.6949 5.3452 -1.210
O -3.2286 -0.9131 3.8667 -0.546
H -1.5183 -2.3566 2.7374 0.052
H -1.2416 -3.2468 4.2510 0.324
H -2.4850 -3.8075 3.0845 0.305
H -3.1316 -2.9965 6.1454 0.317
H -4.3750 -3.5571 4.9790 0.317
H -4.5184 -1.9591 5.7445 0.314



6.
28
Properties=species:S:1:pos:R:3:mulliken_charge:R:1 method="wB97M-V/def2-TZVPD" e_above_lowest_kcal_mol=18.1 multiplicity=2 e_lumo_ev="0.0939 / -2.2737" total_energy_ev=-142406.123
Zn -3.3178 11.2104 8.8293 0.227
Br -5.0860 9.5894 9.1159 -0.229
C -11.9355 9.4133 6.1323 -0.980
C -10.6400 9.9628 5.4481 -0.241
O -10.2338 9.0910 4.3635 -0.369
P -9.1060 7.9504 4.5373 0.790
O -7.7252 8.2948 4.1181 -0.691
O -9.1752 7.5606 6.1554 -0.256
C -8.1620 7.9445 7.0462 -0.279
C -8.7052 8.2588 8.4462 -0.898
O -9.8190 6.6773 3.7803 -0.236
C -9.1796 5.9893 2.6380 -0.186
C -10.1591 5.0432 1.9755 -1.190
H -11.6837 8.3941 6.4255 0.247
H -12.1257 9.9762 7.0461 0.337
H -12.7418 9.2452 5.4184 0.346
H -10.8350 10.9392 5.0044 0.389
H -9.8344 10.2463 6.1254 0.207
H -7.3254 7.2607 6.9023 0.334
H -7.9497 8.9541 6.6944 0.341
H -9.0232 7.3216 8.9029 0.308
H -7.8712 8.6634 9.0197 0.184
H -9.5079 8.9919 8.5252 0.216
H -8.8142 6.6759 1.8744 0.322
H -8.2820 5.5042 3.0215 0.314
H -10.7330 4.3453 2.5852 0.330
H -10.8055 5.4710 1.2092 0.296
H -9.4885 4.3280 1.4992 0.365



Look up the multiplicity of the first one.
1